1.
DFT (ωB97M-V/def2-TZVPD) results for 3 unconnected molecules or ions with the total composition C19H22F6N3O6P.

Each line ends with the Mulliken charge.
CARTESIAN COORDINATES (ANGSTROEM)
P -4.138 -0.244 -0.400  -0.049
F -2.708 1.993 1.353  -0.379
F -4.388 3.608 4.166  -0.248
F -4.966 3.168 0.737  -0.272
F -5.479 4.861 2.777  -0.303
F -3.430 1.346 3.290  -0.261
F -6.024 2.298 2.431  -0.305
O 0.020 -1.881 -2.021  -0.321
O -4.911 -0.503 2.170  -0.503
O -2.254 4.889 3.433  -0.421
O -2.078 -1.776 -1.178  -0.349
O -3.037 5.113 1.326  -0.444
O 2.486 -2.861 -4.163  -0.532
N -3.869 1.183 -1.279  -0.507
N 0.217 0.365 5.787  -0.546
N 5.877 -2.540 -4.493  -0.562
C -3.818 1.580 2.028  1.139
C 0.967 -1.353 -2.937  -0.335
C -0.537 2.255 4.520  0.230
C 5.984 -3.310 -3.412  -0.155
C 6.203 -4.677 -3.462  -0.381
C 0.754 2.754 4.461  -0.378
C 5.993 -3.135 -5.679  -0.181
C -0.751 1.059 5.193  -0.453
C -4.462 3.982 2.886  0.868
C 2.219 -2.228 -2.918  -0.506
C -2.386 -0.816 -0.189  -0.475
C 1.451 0.858 5.722  -0.232
C 1.772 2.042 5.075  -0.384
C -4.832 2.752 2.012  0.514
C -3.176 4.740 2.441  0.202
C -1.268 -1.363 -2.230  -0.372
C 6.319 -5.283 -4.703  -0.216
C 6.213 -4.495 -5.837  -0.346
C -4.363 0.249 1.414  -0.016
H -1.748 0.638 5.261  0.453
H 0.961 3.683 3.944  0.411
H 0.559 -1.358 -3.957  0.325
H -1.702 0.039 -0.248  0.339
H 2.070 -3.024 -2.187  0.336
H 5.905 -2.489 -6.546  0.368
H 6.487 -6.349 -4.784  0.372
H -1.687 -1.752 -3.166  0.324
H 2.957 -2.232 -4.719  0.298
H -2.265 -1.272 0.799  0.459
H -1.226 -0.263 -2.282  0.363
H -4.707 1.631 -1.624  0.300
H 3.089 -1.639 -2.606  0.212
H 2.223 0.273 6.212  0.342
H -3.217 1.863 -0.915  0.240
H -2.387 5.734 3.885  0.353
H 5.882 -2.804 -2.458  0.393
H 1.197 -0.313 -2.665  0.339
H 6.276 -5.251 -2.548  0.358
H 2.795 2.393 5.056  0.367
H -1.356 2.782 4.053  0.163
H 6.295 -4.922 -6.827  0.364

Atoms 1-6, force components in eV/Å:
P -0.13 0.15 -0.09
F 0.11 0.02 -0.13
F 0.01 -0.07 0.25
F -0.11 -0.01 -0.10
F -0.22 0.22 -0.12
F -0.07 -0.10 0.24

The total charge is 0. Its SMILES is NP(COCOCCO)C(=O)C(F)(F)C(F)(F)C(F)(F)C(=O)O.c1ccncc1.c1ccncc1. Its HOMO-LUMO gap is 9.378 eV. Its HOMO energy is -0.34955 Eh.

---

2.
DFT (ωB97M-V/def2-TZVPD) results for a gas-phase ion, C19H22FO (charge +1).

Each line ends with the Mulliken charge.
CARTESIAN COORDINATES (ANGSTROEM)
F -4.356 0.398 3.463  -0.306
O 2.063 0.405 -2.076  -0.132
C -0.302 0.063 -1.147  2.014
C -2.049 -0.723 0.865  -0.026
C -3.890 -0.174 2.318  0.127
C 1.021 0.891 -1.490  -0.820
C 3.121 1.327 -2.547  -0.180
C 2.340 0.193 3.313  -0.490
C -4.323 -1.209 0.203  -0.305
C -4.832 -0.626 1.375  -0.701
C -2.517 -0.310 2.126  -0.565
C 4.364 0.568 -2.843  -1.276
C 2.612 -0.686 2.265  -0.854
C -0.140 -1.086 -2.226  -1.672
C 1.149 0.928 3.345  -0.964
C -0.563 -0.532 0.241  0.463
C 0.180 0.671 2.363  -0.515
C 0.390 -0.328 1.387  0.023
C -1.408 1.044 -1.447  -1.994
C 1.623 -0.983 1.333  -0.161
C -2.967 -1.337 -0.009  -0.902
H -1.905 -0.075 2.983  1.065
H -2.361 0.503 -1.403  0.360
H 1.041 1.975 -1.324  0.509
H 2.711 1.800 -3.438  0.344
H -1.056 -1.696 -2.263  0.319
H 4.232 -0.295 -3.500  0.338
H -1.306 1.539 -2.404  0.562
H 4.842 0.234 -1.922  0.340
H -5.018 -1.586 -0.566  0.381
H -5.900 -0.516 1.558  0.451
H -1.431 1.805 -0.627  0.445
H 1.774 -1.737 0.571  0.444
H 0.938 1.684 4.109  0.395
H -0.766 1.247 2.390  0.763
H -2.592 -1.891 -0.862  0.350
H 3.576 -1.152 2.175  0.445
H 0.068 -0.719 -3.230  0.442
H 0.666 -1.773 -1.930  0.463
H 5.051 1.257 -3.319  0.416
H -0.417 -1.546 -0.134  0.645
H 3.085 0.382 4.084  0.383
H 3.250 2.062 -1.764  0.377

Atoms 1-6, force components in eV/Å:
F 0.54 -0.53 -0.63
O -2.65 0.36 1.28
C 1.67 0.93 -2.53
C 0.47 0.36 -1.44
C -0.96 -0.75 -0.47
C 0.58 -1.20 0.67

The total charge is +1. Its HOMO-LUMO gap is 6.549 eV. Its HOMO energy is -0.43123 Eh.

---

3.
DFT (ωB97M-V/def2-TZVPD) results for a molecular structure, C19H22N2O3S.

Each line ends with the Mulliken charge.
CARTESIAN COORDINATES (ANGSTROEM)
S -0.863 -1.211 -0.892  1.229
O 0.895 5.901 0.531  -0.617
O -2.182 -1.840 -0.718  -0.826
O -0.716 -1.184 -2.439  -0.726
N 0.240 -2.045 -0.222  -0.017
N -0.456 4.190 1.234  0.140
C 0.632 4.726 0.376  -0.213
C 0.100 1.230 -0.852  -0.952
C 0.400 -3.902 -1.385  1.067
C -1.813 2.008 1.318  -0.758
C 1.044 -3.437 2.422  -0.769
C 0.321 -3.386 -0.348  -0.694
C 0.717 -5.336 -1.623  -0.933
C 2.425 3.410 -0.450  -1.806
C -0.035 2.497 -0.261  0.103
C 2.066 -2.660 2.557  -0.878
C -0.792 3.025 0.630  -0.027
C 0.932 -5.539 0.982  -1.339
C 0.899 3.681 -0.653  2.276
C -1.051 0.332 -0.241  -0.323
C 0.739 -4.146 1.058  0.752
C 0.648 4.129 -1.977  -1.897
C -1.223 4.906 2.204  -1.133
C -1.808 0.809 0.849  -0.435
C 1.071 -6.057 -0.517  -0.378
H 2.219 -2.190 3.522  0.358
H 2.790 2.665 -0.940  0.639
H -2.483 2.333 1.980  0.598
H 1.518 5.143 -2.391  0.253
H 0.590 -5.850 -2.485  0.475
H 0.486 0.809 -1.627  1.153
H -2.712 -0.051 0.923  0.208
H 2.507 2.878 0.790  0.244
H 3.055 4.293 -0.496  0.387
H -2.553 5.010 1.984  0.210
H 0.016 -2.638 2.560  0.151
H -0.012 -1.564 1.014  0.254
H -0.125 -3.492 -2.247  0.361
H 0.775 -4.180 3.201  0.428
H 1.274 3.470 -2.552  0.479
H -0.232 4.477 -2.237  0.554
H -0.660 5.972 2.121  0.346
H 2.961 -3.228 2.336  0.339
H 1.224 -7.151 -0.404  0.301
H 1.312 -6.124 1.578  0.662
H -1.282 4.490 2.951  0.556
H 2.255 -1.777 1.777  0.201

Atoms 1-6, force components in eV/Å:
S -8.13 -1.32 -8.71
O 1.12 -1.36 -0.80
O 0.77 0.21 1.54
O 1.74 0.90 4.58
N 1.21 4.81 7.49
N 1.09 -0.36 -2.60

The total charge is 0. Its HOMO-LUMO gap is 8.047 eV. Its HOMO energy is -0.31992 Eh.